[1]
{
  "formula": "C24H52O7",
  "method": "ωB97M-V with the def2-TZVPD basis set",
  "symbols": ["C", "C", "C", "O", "C", "H", "H", "H", "H", "H", "H", "H", "H", "C", "C", "C", "O", "C", "H", "H", "H", "H", "H", "H", "H", "H", "C", "C", "C", "O", "C", "H", "H", "H", "H", "H", "H", "H", "H", "C", "C", "C", "O", "C", "H", "H", "H", "H", "H", "H", "H", "H", "C", "C", "C", "O", "C", "H", "H", "H", "H", "H", "H", "H", "H", "C", "C", "O", "H", "H", "H", "H", "H", "H", "C", "C", "O", "H", "H", "H", "H", "H", "H"],
  "positions_angstrom": [[-7.3606, -2.7893, 1.3592], [-7.8495, -2.2537, 0.0207], [-6.6647, -2.3046, -0.9320], [-5.6255, -3.0070, -0.1772], [-5.8194, -2.6875, 1.2442], [-7.6512, -3.8289, 1.5102], [-7.6957, -2.2418, 2.2401], [-8.2191, -1.2287, 0.0517], [-8.6343, -2.8303, -0.4689], [-6.3400, -1.3233, -1.2780], [-6.9683, -2.7198, -1.8930], [-5.3623, -1.7296, 1.4926], [-5.3457, -3.5011, 1.7937], [2.9964, -5.0748, -2.1804], [2.1165, -6.2323, -2.6527], [2.4161, -6.3394, -4.1543], [2.6383, -5.0213, -4.5076], [3.4971, -4.4803, -3.4989], [3.8458, -5.4516, -1.6105], [2.5536, -4.3525, -1.4947], [1.0655, -5.9713, -2.5286], [2.4906, -7.2129, -2.3586], [1.5814, -6.6500, -4.7826], [3.2485, -6.9615, -4.4834], [3.4205, -3.3938, -3.4569], [4.5607, -4.6910, -3.6110], [-0.5952, 5.7804, 1.0958], [-0.3849, 7.1914, 0.4436], [-1.8506, 7.5181, 0.2613], [-2.6021, 6.7106, 1.1408], [-1.8076, 5.8892, 1.9921], [0.2087, 5.4407, 1.7487], [-0.6475, 4.9888, 0.3483], [0.1310, 7.0591, -0.5074], [0.2209, 7.8983, 1.0106], [-2.2339, 7.5477, -0.7587], [-1.9277, 8.5635, 0.5600], [-2.2931, 4.9274, 2.1572], [-1.6377, 6.3260, 2.9762], [1.3965, 1.0230, 7.8601], [0.3579, 1.3427, 6.8697], [-0.0827, -0.0296, 6.3504], [1.0003, -0.8424, 6.6444], [2.0272, -0.1607, 7.2409], [0.9414, 0.7343, 8.8076], [1.9818, 1.9423, 7.8797], [0.7263, 1.8992, 6.0079], [-0.4556, 1.9025, 7.3312], [-0.3058, 0.0460, 5.2862], [-0.9008, -0.3193, 7.0098], [2.7509, 0.2174, 6.5188], [2.5470, -0.7321, 8.0099], [0.4067, -0.3343, 1.2731], [-1.0265, 0.0109, 0.9792], [-1.1491, -0.4859, -0.4219], [0.2021, -0.4101, -1.0405], [1.1506, -0.1869, -0.0414], [0.4556, -1.3484, 1.6696], [0.7148, 0.2650, 2.1298], [-1.1441, 1.0861, 1.1146], [-1.6261, -0.5104, 1.7254], [-1.8297, 0.1541, -0.9835], [-1.5293, -1.5054, -0.3566], [1.4523, 0.8522, -0.1735], [1.9880, -0.8830, -0.0889], [-0.7324, 1.3574, -5.7951], [0.7142, 0.9191, -5.4407], [0.6183, -0.4120, -5.0619], [-0.7147, 2.3741, -6.1876], [-1.2905, 1.3256, -4.8594], [-1.2268, 0.7523, -6.5551], [1.0048, 1.5818, -4.6255], [1.3848, 1.0884, -6.2832], [0.3380, -0.4392, -4.1441], [5.6045, 0.9587, -2.6616], [6.8863, 0.1313, -2.7929], [7.8828, 0.9910, -3.3506], [4.6883, 0.3964, -2.4814], [5.3768, 1.5578, -3.5433], [5.5941, 1.6932, -1.8563], [6.7780, -0.6992, -3.4904], [7.3388, -0.3927, -1.9510], [8.2294, 1.5266, -2.6332]],
  "forces_ev_per_a": [[0.693, 0.428, 0.563], [-0.693, 0.545, -0.745], [0.694, 0.089, 0.714], [-0.244, 0.691, -0.370], [-0.926, -1.359, -1.783], [0.141, -0.003, -0.124], [-0.298, 0.154, -0.150], [-0.062, 0.024, 0.369], [-0.241, -0.192, 0.604], [0.417, 0.409, 0.655], [0.560, -1.160, 0.251], [-0.233, 0.168, 0.017], [0.207, 0.216, 0.002], [0.888, -0.547, 0.332], [0.552, -0.905, -0.835], [-1.069, 0.523, -0.524], [1.420, 1.946, -0.468], [-0.552, 0.824, 0.461], [0.106, -0.154, -0.016], [-0.539, -0.045, -0.382], [0.039, -0.693, 0.256], [-0.839, 0.023, 1.329], [-0.280, -0.259, 0.314], [0.448, -0.271, 0.620], [-0.236, 0.016, -0.519], [0.056, -0.448, -0.570], [2.306, -0.352, 1.451], [0.063, -2.360, -0.409], [0.334, 2.056, 0.711], [-1.859, 0.094, 0.257], [0.091, 0.356, -2.003], [0.658, 0.239, -0.173], [-0.588, 0.207, -0.142], [-0.023, 0.031, -0.046], [-0.440, -0.090, 0.361], [-0.023, -0.895, -0.040], [-0.527, 0.272, 0.269], [-0.226, 0.052, -0.197], [0.236, 0.378, -0.041], [0.065, 1.243, 0.654], [-1.917, 0.445, -1.241], [-0.457, 1.615, 1.163], [0.025, -2.654, -0.885], [1.855, 0.893, 0.592], [0.129, 0.385, 0.217], [0.606, -0.405, 0.897], [0.288, 0.329, 0.213], [-0.140, 0.085, -0.292], [-0.251, -0.567, 0.046], [-0.543, -0.495, -0.673], [0.374, -0.337, -0.362], [-0.036, -0.534, -0.346], [0.498, -0.361, 1.478], [0.567, 0.288, 0.738], [0.129, 0.340, -0.655], [-2.263, -0.860, -0.208], [-0.037, 0.798, 1.012], [0.108, -0.299, -0.341], [0.655, 0.254, -0.281], [-0.310, 0.060, -0.316], [-0.456, 0.116, -0.337], [0.106, -0.314, -0.399], [0.236, -0.176, -0.633], [0.692, 0.056, 0.176], [0.065, 0.106, -0.321], [0.786, 0.626, -0.148], [-2.126, 1.137, -0.523], [0.975, -1.089, 0.274], [-0.178, 0.248, 0.165], [-0.299, 0.075, -0.157], [0.249, -0.302, 0.162], [0.475, -0.077, 0.144], [0.130, -0.486, 0.058], [0.003, -0.140, 0.130], [-0.781, -0.175, 0.668], [0.138, 0.407, -0.893], [0.358, -0.174, -0.075], [0.115, -0.506, 0.007], [0.506, -0.306, -0.340], [0.555, -0.039, 0.266], [-0.333, 0.258, -0.405], [-0.628, 0.427, 0.792], [0.054, 0.102, -0.021]],
  "gap_ha": 0.3601,
  "smiles": "C1CCOC1.C1CCOC1.C1CCOC1.C1CCOC1.C1CCOC1.CCO.CCO",
  "homo_energy_ev": -9.55,
  "relative_energy_ev": 2.0376
}

---

[2]
{
  "formula": "C24H53BCl2F3N9O9P",
  "method": "ωB97M-V with the def2-TZVPD basis set",
  "symbols": ["C", "C", "O", "O", "C", "N", "C", "N", "B", "N", "O", "N", "C", "Cl", "C", "C", "Cl", "C", "F", "F", "F", "P", "C", "O", "H", "H", "H", "H", "H", "H", "H", "H", "H", "H", "H", "H", "H", "H", "H", "H", "H", "H", "C", "C", "O", "N", "C", "H", "H", "H", "H", "H", "H", "H", "C", "C", "O", "N", "C", "H", "H", "H", "H", "H", "H", "H", "C", "C", "O", "N", "C", "H", "H", "H", "H", "H", "H", "H", "C", "C", "O", "N", "C", "H", "H", "H", "H", "H", "H", "H", "C", "C", "O", "N", "C", "H", "H", "H", "H", "H", "H", "H"],
  "positions_angstrom": [[-3.3524, 6.2698, 4.7161], [-2.0902, 6.6274, 3.9891], [-1.3530, 7.5007, 4.2707], [-1.8189, 5.8442, 2.8509], [-0.6868, 4.9968, 2.9320], [-1.0570, 3.6159, 3.2953], [-1.0307, 2.7222, 2.2602], [-1.8519, 2.8619, 1.2769], [-2.9271, 3.9780, 1.1727], [-4.1449, 3.8088, 1.9211], [-2.5919, 4.9114, 0.2479], [-0.0944, 1.6567, 2.2726], [-0.6193, 0.2706, 2.1195], [-0.7521, -0.2502, 0.4173], [-1.9167, 0.0214, 2.9194], [-1.8885, -1.4064, 3.4476], [-3.4209, 0.2423, 1.9784], [1.0779, 1.9788, 1.4861], [1.7272, 3.0027, 2.0372], [0.7597, 2.3670, 0.2402], [1.8704, 0.9325, 1.4218], [-0.4942, 2.9209, 4.8712], [1.2688, 3.3658, 4.9581], [-1.0833, 4.1444, 5.7973], [-4.0512, 7.1072, 4.6504], [-3.0858, 6.1387, 5.7679], [-3.8097, 5.3531, 4.3480], [-0.2287, 5.0090, 1.9412], [0.0024, 5.3962, 3.6756], [-1.7742, 2.1803, 0.5203], [-4.9373, 4.0313, 1.3183], [-4.2155, 4.4639, 2.6954], [-2.5620, 5.8223, 0.5695], [0.1422, -0.3854, 2.5408], [-1.9709, 0.7419, 3.7401], [-2.6867, -1.5739, 4.1732], [-0.9185, -1.6415, 3.8900], [-2.0339, -2.0906, 2.6105], [1.8428, 2.4620, 4.7293], [1.5934, 4.1628, 4.2932], [1.4664, 3.6638, 5.9903], [-1.8304, 3.8406, 6.3311], [-1.3787, -4.7055, 1.1487], [-0.0248, -4.5975, 1.8126], [0.2357, -3.7312, 2.6457], [0.9048, -5.5076, 1.4545], [0.7858, -6.5987, 0.4975], [-2.0251, -3.9248, 1.5363], [-1.3037, -4.5927, 0.0669], [-1.8370, -5.6719, 1.3587], [1.7842, -5.3953, 1.9350], [0.9611, -7.5535, 0.9933], [1.5171, -6.4735, -0.3031], [-0.2060, -6.6062, 0.0595], [2.1204, 2.2657, -2.8185], [1.8233, 2.6138, -4.2598], [1.9362, 1.7879, -5.1505], [1.4037, 3.8751, -4.5329], [1.2119, 4.9765, -3.6137], [2.4364, 1.2276, -2.7835], [2.9135, 2.8961, -2.4147], [1.2277, 2.3881, -2.2055], [1.2089, 4.0327, -5.5110], [0.1750, 5.3174, -3.6241], [1.8507, 5.8211, -3.8756], [1.4604, 4.6644, -2.6037], [3.2581, 2.5477, -10.3013], [2.5125, 2.1863, -9.0333], [1.3389, 1.8544, -9.0576], [3.1995, 2.2515, -7.8627], [4.5779, 2.6397, -7.6653], [2.5685, 2.4452, -11.1333], [3.6240, 3.5746, -10.2656], [4.1096, 1.8851, -10.4604], [2.6651, 1.9885, -7.0431], [5.1530, 1.8281, -7.2149], [4.6515, 3.5099, -7.0082], [5.0402, 2.8951, -8.6136], [-3.8997, -2.3267, -3.9839], [-3.5052, -2.3408, -2.5270], [-3.4406, -3.3669, -1.8748], [-3.2086, -1.1422, -1.9421], [-3.2114, 0.1766, -2.5319], [-4.0970, -3.3502, -4.2857], [-4.7980, -1.7287, -4.1424], [-3.1002, -1.9197, -4.6040], [-2.9579, -1.2326, -0.9693], [-2.2183, 0.6330, -2.4864], [-3.9171, 0.8357, -2.0182], [-3.5036, 0.1210, -3.5755], [3.3535, -8.6826, 2.7028], [2.1464, -9.5585, 2.9603], [1.1294, -9.4781, 2.2885], [2.2357, -10.4530, 3.9758], [3.3502, -10.6946, 4.8697], [3.1292, -8.0354, 1.8603], [3.5883, -8.0713, 3.5749], [4.2293, -9.2839, 2.4581], [1.4027, -11.0086, 4.0960], [3.7023, -11.7234, 4.7835], [3.0632, -10.5163, 5.9069], [4.1747, -10.0325, 4.6267]],
  "forces_ev_per_a": [[0.005, 0.034, 0.042], [-0.311, -0.382, -0.227], [0.567, 0.510, 0.388], [-0.398, -0.522, 0.043], [-0.422, 0.540, -0.054], [1.589, -0.463, -0.128], [-0.656, 0.184, -0.049], [-0.047, 0.010, -0.156], [-0.112, 0.175, -0.063], [0.056, 0.439, -0.234], [0.520, -0.330, 0.223], [-0.512, -0.372, -0.156], [0.217, 0.078, 0.091], [-0.099, 0.031, -0.133], [0.149, -0.257, 0.201], [-0.119, -0.044, -0.108], [-0.056, 0.155, -0.024], [-0.202, -0.184, 0.254], [0.059, 0.188, 0.113], [0.059, -0.025, -0.032], [0.131, -0.018, 0.041], [-0.192, 0.226, 0.128], [0.025, -0.174, -0.075], [-0.118, -0.091, -0.005], [0.024, -0.123, 0.010], [-0.087, 0.093, -0.113], [0.033, 0.133, 0.070], [0.046, -0.053, 0.133], [0.017, -0.060, -0.043], [0.149, 0.124, -0.032], [0.018, 0.007, 0.110], [0.004, -0.325, 0.087], [-0.524, -0.017, -0.214], [-0.025, 0.157, -0.067], [0.110, -0.066, -0.075], [0.092, 0.086, -0.090], [-0.139, -0.006, 0.076], [0.092, -0.003, 0.137], [-0.004, 0.184, 0.048], [-0.018, 0.046, 0.043], [0.002, -0.082, -0.055], [0.093, 0.088, -0.072], [0.038, 0.065, 0.056], [0.041, -0.110, -0.042], [-0.120, 0.162, -0.073], [0.001, 0.032, -0.039], [0.175, 0.062, 0.142], [0.004, -0.009, -0.007], [-0.036, -0.010, -0.006], [0.001, -0.013, -0.029], [-0.012, -0.015, 0.010], [-0.114, -0.049, -0.051], [-0.054, 0.005, -0.053], [-0.009, -0.022, -0.013], [0.004, -0.020, -0.063], [-0.084, 0.032, 0.003], [0.123, -0.070, 0.036], [0.013, 0.027, -0.039], [0.005, -0.023, -0.064], [0.002, 0.000, -0.029], [-0.028, 0.015, 0.031], [0.019, 0.033, 0.025], [-0.003, -0.010, 0.003], [-0.008, -0.014, 0.024], [0.020, -0.004, 0.020], [-0.001, 0.017, 0.013], [-0.050, -0.025, -0.011], [0.071, 0.047, 0.003], [-0.022, 0.016, -0.002], [-0.042, 0.029, 0.005], [-0.058, -0.062, 0.024], [-0.013, -0.005, 0.011], [0.025, -0.006, -0.004], [0.020, 0.020, 0.002], [-0.042, -0.022, 0.019], [0.016, -0.005, -0.021], [0.006, 0.017, -0.019], [0.026, 0.009, 0.005], [-0.006, -0.060, 0.024], [0.049, 0.053, 0.002], [0.015, -0.024, -0.002], [0.028, 0.006, 0.054], [0.012, -0.034, 0.098], [0.001, -0.003, 0.007], [0.012, 0.018, -0.011], [-0.011, 0.019, -0.005], [-0.048, 0.029, 0.013], [0.008, -0.013, -0.050], [-0.030, -0.009, -0.038], [0.002, 0.019, -0.013], [-0.048, 0.014, -0.035], [0.011, -0.086, 0.046], [0.077, 0.111, -0.016], [-0.015, -0.017, 0.037], [-0.076, -0.026, -0.024], [-0.010, -0.012, -0.006], [0.022, -0.009, 0.004], [0.015, 0.005, 0.022], [0.006, 0.002, -0.009], [0.025, 0.006, -0.017], [0.014, 0.027, 0.003], [0.018, -0.003, 0.013]],
  "gap_ha": 0.2418,
  "total_charge": 1,
  "homo_energy_ev": -10.21,
  "relative_energy_ev": 0.0000
}